#P
ORCA calculation (the ωB97M-V functional and the def2-TZVPD basis) on the molecule C3H2N2O3.

XYZ file:
```
10
Properties=species:S:1:pos:R:3:nbo_charge:R:1
O 1.98 1.46 -0.33 -0.48
C 1.04 0.83 -0.13 0.58
C 0.46 0.13 -1.36 -0.06
N -0.55 -0.61 -1.56 -0.03
O -1.21 -0.76 -0.23 -0.39
C -0.48 -0.19 0.88 0.79
O -1.27 -0.24 2.06 -0.63
N 0.64 0.38 1.12 -0.50
H 1.12 0.08 -2.31 0.24
H -1.72 -1.08 1.86 0.48
```

## Properties
HOMO energy, hartree: -0.3949
Total charge: 0

=====

#Q
ORCA calculation (the ωB97M-V functional and the def2-TZVPD basis) on the molecule C3H2N2O3.

XYZ file:
```
10
Properties=species:S:1:pos:R:3:nbo_charge:R:1
O -2.52 -0.03 -0.19 -0.56
C -1.33 -0.08 0.02 0.78
N -0.46 -1.16 0.08 -0.65
C 0.87 -0.75 -0.06 0.58
O 1.82 -1.48 0.00 -0.47
C 0.77 0.76 0.03 0.56
O 1.62 1.68 -0.14 -0.50
N -0.59 1.06 0.27 -0.64
H -0.81 -2.12 0.14 0.45
H -1.03 2.03 0.17 0.45
```

## Properties
HOMO energy, hartree: -0.4049
Total charge: 0

=====

It is #P that is the least stable of them.

=====

#P
ORCA calculation (the ωB97M-V functional and the def2-TZVPD basis) on the molecule C3H2N2O3.

XYZ file:
```
10
Properties=species:S:1:pos:R:3:nbo_charge:R:1
O -0.89 -2.75 -0.02 -0.49
C -0.62 -1.58 0.01 0.70
C -0.04 -0.82 -1.12 0.01
N 0.29 0.36 -0.74 -0.40
C -0.09 0.44 0.69 0.51
N 0.11 1.44 1.40 -0.09
O 0.64 2.54 0.79 -0.51
O -0.69 -0.72 1.13 -0.44
H 0.26 -1.19 -2.07 0.23
H 1.02 2.27 -0.07 0.47
```

## Properties
HOMO energy, hartree: -0.3769
Total charge: 0

=====

#Q
ORCA calculation (the ωB97M-V functional and the def2-TZVPD basis) on the molecule C3H2N2O3.

XYZ file:
```
10
Properties=species:S:1:pos:R:3:nbo_charge:R:1
O -2.32 -0.95 -0.35 -0.49
C -1.26 -0.45 -0.42 0.86
N -0.15 -1.14 -0.98 -0.48
C 0.89 -1.09 -0.33 0.44
O 1.08 -0.51 0.87 -0.42
N 1.10 0.90 0.95 -0.14
C 0.03 1.41 0.46 0.35
O -1.13 0.86 -0.04 -0.49
H 1.78 -1.54 -0.74 0.18
H -0.01 2.51 0.58 0.21
```

## Properties
HOMO energy, hartree: -0.4037
Total charge: 0

=====

It is #Q that is the least stable of them.

=====

#P
ORCA calculation (the ωB97M-V functional and the def2-TZVPD basis) on a 2-piece molecular cluster, CH2NO2S overall.

XYZ file:
```
7
Properties=species:S:1:pos:R:3:nbo_charge:R:1
C -2.26 -0.33 0.21 -0.24
N 0.65 -0.98 0.59 -1.09
O 2.52 -0.25 -0.91 -0.97
O 1.32 1.50 0.54 -0.96
S 1.56 0.08 0.22 2.07
H -1.91 0.81 0.21 0.09
H -1.88 -0.82 -0.86 0.09
```

## Properties
HOMO energy (alpha / beta), hartree: -0.1562 / -0.1562
Total charge: -1

=====

#Q
ORCA calculation (the ωB97M-V functional and the def2-TZVPD basis) on a 2-piece molecular cluster, CH2NO2S overall.

XYZ file:
```
7
Properties=species:S:1:pos:R:3:nbo_charge:R:1
C -1.50 -0.34 -0.05 0.30
N 1.17 -0.20 -0.38 -0.59
O -1.78 0.68 0.54 -0.59
O 1.76 0.91 0.35 -0.65
S -2.00 -1.72 -0.52 -0.19
H 0.42 0.22 -1.11 0.27
H 1.93 0.44 1.18 0.45
```

## Properties
HOMO energy (alpha / beta), hartree: -0.1093 / -0.0522
Total charge: -1

=====

It is #P that is the least stable of them.

=====

#P
ORCA calculation (the ωB97M-V functional and the def2-TZVPD basis) on C6H24BrN12O6Y as an isolated structure.

XYZ file:
```
50
Properties=species:S:1:pos:R:3:nbo_charge:R:1
Y -18.06 -26.67 -5.67 2.10
Br -14.24 -26.39 -8.19 -0.12
C -17.14 -20.57 -5.92 0.78
O -17.40 -21.79 -5.66 -0.75
N -17.69 -19.52 -5.36 -0.80
N -16.20 -20.22 -6.85 -0.84
H -18.30 -19.61 -4.55 0.42
H -17.48 -18.65 -5.82 0.40
H -15.55 -20.88 -7.22 0.41
H -15.97 -19.25 -7.02 0.39
C -20.77 -25.75 -11.07 0.75
O -20.00 -25.71 -10.12 -0.76
N -21.85 -25.13 -11.00 -0.80
N -20.49 -26.38 -12.20 -0.82
H -21.75 -24.41 -10.30 0.42
H -22.57 -25.21 -11.71 0.40
H -19.62 -26.89 -12.17 0.41
H -21.19 -26.47 -12.92 0.40
C -14.61 -25.34 -0.73 0.76
O -15.12 -25.41 -1.84 -0.73
N -13.81 -24.37 -0.45 -0.80
N -14.67 -26.29 0.22 -0.83
H -13.57 -24.42 0.53 0.39
H -13.55 -23.68 -1.14 0.43
H -14.29 -26.07 1.13 0.38
H -15.40 -26.99 0.17 0.41
C -23.78 -24.47 -5.01 0.76
O -22.63 -24.84 -5.15 -0.74
N -24.18 -23.70 -4.04 -0.81
N -24.82 -25.05 -5.61 -0.83
H -23.49 -23.40 -3.37 0.41
H -25.15 -23.39 -4.03 0.39
H -24.68 -25.92 -6.09 0.41
H -25.74 -24.72 -5.38 0.39
C -14.13 -31.33 -3.77 0.76
O -15.03 -30.53 -4.08 -0.75
N -12.90 -31.10 -4.07 -0.81
N -14.35 -32.49 -3.20 -0.81
H -12.24 -31.86 -4.12 0.40
H -12.86 -30.21 -4.55 0.41
H -13.62 -33.16 -3.03 0.40
H -15.31 -32.79 -3.15 0.41
C -20.99 -28.64 -1.02 0.74
O -20.14 -28.21 -1.77 -0.77
N -21.47 -27.98 -0.09 -0.77
N -21.62 -29.71 -1.28 -0.80
H -21.35 -26.98 -0.01 0.42
H -22.31 -28.40 0.27 0.38
H -22.36 -30.06 -0.69 0.39
H -21.28 -30.24 -2.07 0.41
```

## Properties
HOMO energy, hartree: -0.4998
Total charge: +2

=====

#Q
ORCA calculation (the ωB97M-V functional and the def2-TZVPD basis) on C6H24BrN12O6Y as an isolated structure.

XYZ file:
```
50
Properties=species:S:1:pos:R:3:nbo_charge:R:1
Y 22.09 2.43 12.37 2.06
Br 23.68 2.90 10.03 -0.69
C 24.53 4.66 13.69 0.82
O 23.79 3.82 13.16 -0.74
N 25.78 4.32 14.12 -0.81
N 24.18 5.96 13.85 -0.84
H 26.03 3.35 14.06 0.42
H 26.47 5.03 14.28 0.41
H 23.25 6.30 13.70 0.43
H 24.93 6.61 14.03 0.41
C 21.01 5.96 11.87 0.81
O 21.42 4.80 11.90 -0.71
N 21.78 7.04 11.68 -0.83
N 19.74 6.28 12.23 -0.82
H 22.71 6.89 11.30 0.42
H 21.45 7.99 11.64 0.41
H 19.40 7.22 12.24 0.41
H 19.10 5.53 12.38 0.40
C 20.94 4.21 15.16 0.83
O 21.27 3.34 14.33 -0.73
N 21.75 5.18 15.67 -0.81
N 19.64 4.55 15.32 -0.81
H 21.33 5.75 16.38 0.40
H 22.75 5.11 15.69 0.42
H 19.29 5.10 16.09 0.41
H 18.92 3.95 14.97 0.40
C 19.75 2.85 9.82 0.82
O 20.40 2.59 10.85 -0.76
N 20.35 2.88 8.62 -0.81
N 18.47 3.25 9.83 -0.81
H 19.94 3.42 7.88 0.40
H 21.36 2.79 8.56 0.44
H 18.00 3.36 10.71 0.40
H 17.99 3.34 8.96 0.41
C 19.51 0.47 13.64 0.82
O 20.40 1.23 13.21 -0.74
N 19.82 -0.79 14.02 -0.82
N 18.27 0.88 13.94 -0.80
H 20.72 -1.21 13.86 0.42
H 19.19 -1.34 14.57 0.41
H 18.00 1.82 13.72 0.41
H 17.62 0.26 14.40 0.42
C 21.87 -0.76 10.65 0.82
O 22.01 0.25 11.36 -0.76
N 22.53 -0.87 9.47 -0.80
N 20.96 -1.73 10.84 -0.81
H 23.19 -0.14 9.26 0.44
H 22.45 -1.70 8.91 0.40
H 20.40 -1.80 11.67 0.41
H 20.87 -2.45 10.15 0.41
```

## Properties
HOMO energy, hartree: -0.4871
Total charge: +2

=====

It is #P that is the least stable of them.